[1]
75
Properties=species:S:1:pos:R:3:forces:R:3 method="wB97M-V/def2-TZVPD" homo_energy_ev=-10.7 gap_ev=10.600 smiles="C[N+](=O)[O-].COC(=O)OC.COC(=O)OC.COC(=O)OC.COC(=O)OC.COC(=O)OC.ClCCCl" multiplicity=1 energy_ha=-2962.11122 lumo_ha=-0.00544 de_lowest_kj_mol=282.3
Cl -2.480864 -4.782251 3.094322 0.3 0.5 -0.4
Cl -1.211964 -2.216891 4.941172 0.6 -0.4 0.2
O -0.283994 4.750399 -4.625218 0.8 -0.1 -1.2
O 4.396896 -8.077901 5.064062 -1.4 0.9 -1.0
O -8.504054 0.131589 -6.604028 0.7 1.8 -1.7
O -8.836034 1.757799 -8.255108 0.5 -0.3 0.7
O 3.972506 -6.384571 3.590042 -2.8 -0.9 1.1
O 1.921936 -1.054391 -1.301958 -1.0 1.2 0.4
O 0.351956 0.609769 -0.823068 0.8 -0.4 0.9
O 9.247646 1.078819 3.178142 0.0 0.5 0.3
O 2.307506 -7.188271 4.880042 0.6 0.3 -0.7
O 0.760596 5.092009 -6.543868 -0.2 0.5 2.5
O 9.351036 -0.402261 4.815762 0.4 -0.5 -0.5
O -6.861854 1.541089 -7.392758 -2.3 1.0 -0.8
O 2.151996 0.455959 0.359182 -0.6 0.8 0.3
O 8.949206 1.759169 5.319532 0.0 -0.5 -0.1
O -4.960194 4.498139 0.649632 -1.0 -1.6 -0.2
O -5.800744 3.976309 -1.364318 -0.1 0.1 -1.1
O -6.274994 2.604379 0.143052 0.7 0.4 -0.1
N 0.510396 5.351839 -5.350888 -1.9 -0.6 -1.0
C 9.328186 2.494239 2.761492 -0.5 0.0 1.0
C 1.085756 6.526859 -4.686128 1.3 0.5 -0.6
C -1.386744 -2.224601 3.169012 -0.6 -0.3 0.0
C -8.101524 1.023009 -7.349338 -1.1 -0.3 0.9
C -6.336724 2.079039 1.462882 0.2 1.2 0.2
C 9.619516 -0.699211 6.181772 -1.2 -0.6 0.8
C -1.303494 -3.583771 2.434842 0.0 0.6 0.7
C 9.141986 0.863749 4.532622 0.4 2.2 -1.0
C 1.521086 -0.088381 -0.678658 -0.2 -1.2 0.0
C -5.598964 3.752379 -0.073278 0.3 0.9 -0.1
C -0.640394 0.155709 -1.722838 0.7 -0.3 -1.9
C -10.269694 1.621099 -8.325128 0.1 -1.1 0.7
C 3.160456 -0.234521 1.095292 0.4 0.0 -0.8
C 3.603546 -7.312171 4.533172 2.4 -0.4 0.7
C -5.819744 1.069319 -6.610288 0.7 -1.3 0.3
C 5.246966 -6.358211 2.994222 0.7 0.0 0.6
C 1.782996 -8.117181 5.794922 -1.6 -1.7 1.7
C -5.261704 5.108889 -2.022078 0.0 1.2 -0.3
H -10.725204 2.466939 -8.840068 0.6 0.0 0.0
H 8.459976 3.079319 3.064782 -0.4 -0.5 0.2
H 3.860476 -0.709211 0.407742 -0.1 -0.2 0.1
H 10.141636 3.011939 3.269792 0.3 -0.4 -0.2
H 9.396846 -1.758011 6.313872 0.5 -0.1 -0.3
H -6.101454 0.584219 -5.675728 -0.4 0.1 -0.1
H -5.741754 6.054709 -1.770908 -0.4 -0.2 0.7
H 2.287696 -8.378451 6.725042 1.2 0.7 -0.4
H -4.201324 5.302799 -1.860508 0.1 -0.6 0.1
H -10.716734 1.529859 -7.335208 0.2 0.2 0.2
H -1.167584 -0.765511 -1.474768 0.2 0.1 0.7
H 10.627306 -0.447081 6.511752 -0.1 0.1 -0.3
H -1.505634 -3.356491 1.388142 -0.3 -0.3 0.0
H 5.575596 -5.331441 3.155002 0.3 -0.1 -0.3
H -6.529724 2.942359 2.099712 -0.3 -0.3 0.4
H -10.522484 0.684549 -8.822178 0.0 0.1 -0.3
H -5.488344 5.023589 -3.084838 0.3 -0.6 0.1
H 5.937276 -7.033571 3.499662 -0.1 -0.1 0.0
H 9.382226 2.592229 1.677252 0.3 -0.7 0.2
H -5.160954 1.905009 -6.374228 0.0 -0.1 -0.3
H 1.800366 6.089649 -3.988788 0.0 0.4 0.1
H -2.389704 -1.800991 3.116732 0.1 -0.2 -0.8
H -5.365264 1.691849 1.770202 -0.2 -0.4 -0.1
H 1.590456 7.114129 -5.453258 0.1 -0.1 0.2
H 3.701836 0.543719 1.633222 -0.2 -0.2 0.1
H -5.378484 0.313979 -7.260558 0.9 0.0 0.5
H -1.341704 0.957529 -1.953808 0.1 0.1 0.6
H 1.466996 -9.097581 5.438472 0.8 -0.1 -1.2
H -7.160624 1.365619 1.445542 0.4 0.0 0.2
H 8.868066 -0.239611 6.823802 0.3 0.5 0.0
H 2.717366 -0.971691 1.764882 0.0 0.1 0.0
H 0.807586 -7.847541 6.199832 0.0 1.4 -0.5
H -0.329574 -4.071961 2.470072 0.0 0.3 0.3
H -0.669874 -1.513711 2.758122 0.0 -0.2 0.0
H 0.338566 7.133349 -4.174288 -0.1 -0.5 -0.1
H 5.184726 -6.600001 1.933202 -0.1 0.0 0.1
H -0.127044 -0.041451 -2.663948 -0.1 -0.2 -0.2



[2]
66
Properties=species:S:1:pos:R:3:forces:R:3 method="wB97M-V/def2-TZVPD" homo_energy_ev="-2.9 / -3.3" gap_ev="5.212 / 5.439" charge=-1 multiplicity=5 energy_ha=-7747.65286 lumo_ha="0.08623 / 0.07973" de_lowest_kj_mol=129.4
Te 3.981016 -2.273127 2.267761 0.0 0.6 0.2
Te 4.367491 1.013983 0.937313 0.2 0.0 0.7
Se 2.929872 -2.625591 0.074070 1.8 -2.3 0.5
Se 3.078928 0.386220 -1.042624 1.5 1.7 -1.1
Cr 1.474759 -1.174136 -0.802351 -2.9 -1.2 -1.3
P -1.023005 0.115775 -1.145574 -0.6 1.0 0.1
O 1.500422 -1.511559 -2.655440 0.7 0.3 -0.8
O 0.505318 -1.575398 -4.624917 0.1 -0.1 -0.3
N 0.177646 -3.346655 -1.197704 -0.3 -0.1 0.4
N 1.183381 0.440748 3.130331 0.1 -0.2 0.3
N 0.994943 -0.603859 0.916715 0.3 1.1 4.3
C -0.162081 1.717822 -1.591594 0.0 -0.1 0.2
C 0.277873 1.644016 -3.053952 0.2 -0.2 0.1
C -2.275233 -1.046782 -3.368971 0.0 0.0 0.0
C 2.834198 1.548311 4.933480 -0.1 0.2 0.1
C -3.249039 1.171636 -2.779084 0.0 0.0 0.2
C 1.194310 -0.228120 2.023305 -0.6 -0.5 -2.9
C 1.689043 0.718475 5.498781 0.2 0.0 -0.1
C 1.219387 -0.241974 4.413751 -0.1 -0.5 0.6
C -0.800383 3.066573 -1.286983 0.0 -0.1 0.0
C -3.071474 1.343081 0.600935 0.3 0.0 0.0
C -2.564331 -0.073908 -2.225866 0.3 -0.3 0.2
C 2.297853 2.520635 3.883352 0.1 -0.2 -0.1
C -2.121194 -0.879642 1.182236 0.3 0.0 0.0
C 0.984997 -2.123849 -3.641148 -0.2 -0.7 -0.2
C 1.131124 1.892563 3.106781 -0.1 0.7 -0.2
C 0.969346 -3.668759 -3.546703 -0.2 0.5 0.2
C 0.953441 -4.201032 -2.111885 0.2 -0.3 -0.1
C -1.816793 0.474141 0.533720 0.2 -0.2 -0.2
H 0.096258 -4.014063 -4.105951 0.1 0.0 -0.1
H 0.745080 1.667534 -0.954977 -0.3 -0.1 -0.4
H -0.791068 -3.306508 -1.514830 0.1 0.1 0.1
H -1.230861 -1.510695 1.202727 -0.1 0.0 0.0
H -3.446337 1.913170 -2.010899 0.0 0.1 0.0
H 2.010401 0.145143 6.367334 -0.1 -0.1 0.0
H 3.107354 2.761212 3.193502 -0.1 0.1 -0.1
H 1.974377 -4.261709 -1.719485 -0.2 0.1 0.0
H -4.207421 0.878282 -3.212115 -0.1 0.0 -0.1
H -3.332591 1.491200 1.650342 -0.1 0.0 0.1
H 0.667530 0.656913 -3.319072 0.0 0.1 0.0
H -2.901882 -1.401329 0.626903 -0.1 -0.1 0.0
H -0.985106 3.193084 -0.222883 -0.1 0.0 0.1
H 1.946689 3.444307 4.346863 0.0 0.0 0.0
H -2.463771 -0.745034 2.207530 -0.1 0.0 0.1
H 3.343799 2.100664 5.721662 0.1 0.0 0.0
H 3.557897 0.881220 4.459666 0.0 0.0 0.0
H -2.005276 -2.032975 -2.986251 0.1 0.0 -0.1
H 1.866741 -4.033006 -4.056597 -0.1 0.0 0.0
H 0.220929 -0.637180 4.649818 0.1 0.0 0.0
H 0.555803 -5.229565 -2.113319 0.1 0.2 -0.1
H 0.179926 -3.784442 -0.272662 0.0 0.2 -0.3
H -2.656361 1.626424 -3.569668 0.0 0.1 0.0
H -0.553279 1.859940 -3.724138 -0.1 0.1 -0.1
H 0.167805 2.207789 3.533870 0.1 0.0 -0.1
H 0.873638 1.372532 5.817450 0.0 0.0 0.1
H -3.265005 -0.571756 -1.538220 0.1 0.1 -0.1
H -3.159946 -1.168082 -3.995633 -0.1 0.0 0.0
H 1.069175 2.372594 -3.237854 0.0 0.0 0.0
H -3.911615 0.852425 0.115024 -0.1 0.0 -0.1
H -2.925939 2.324348 0.157839 -0.1 0.0 -0.1
H -0.097770 3.843720 -1.586663 0.1 0.1 0.0
H -1.021926 0.968498 1.111133 -0.1 -0.1 -0.1
H 1.160510 2.215525 2.063506 0.0 -0.1 0.1
H 1.930527 -1.074616 4.331109 -0.2 0.1 -0.1
H -1.721952 3.220445 -1.838246 -0.2 0.1 0.0
H -1.458151 -0.705597 -4.004552 0.0 0.0 0.1



[3]
61
Properties=species:S:1:pos:R:3:forces:R:3 method="wB97M-V/def2-TZVPD" homo_energy_ev="-17.2 / -15.9" gap_ev="6.479 / 4.615" charge=+3 multiplicity=8 energy_ha=-2970.08612 lumo_ha="-0.39311 / -0.41582" de_lowest_kj_mol=73.8
Gd -0.005114 -0.113233 -0.462511 -2.0 -1.2 -1.4
S -2.113197 -1.333589 0.325325 -0.5 -0.1 0.5
P 2.508897 -0.465224 -1.939509 1.0 -0.1 -0.8
P 0.740540 -2.398541 1.017914 0.3 -0.4 0.6
P 1.247239 2.793350 -0.444310 0.8 1.2 -2.5
O 2.245267 0.453549 2.145825 -3.4 -0.6 -3.8
C 3.415800 -2.041883 -1.787938 -0.1 -0.1 0.3
C -5.779903 -1.895433 -0.905026 0.6 -0.7 -0.2
C 1.954595 -0.581977 -3.682413 -0.4 0.0 0.1
C -4.541244 -0.572693 1.242837 -1.6 0.2 0.0
C 3.948281 0.639987 -2.182087 0.1 0.2 0.2
C -3.778153 -1.181921 0.229952 0.0 0.3 -0.5
C 2.371864 -2.980783 1.541516 0.3 0.3 -0.1
C -4.399904 -1.756300 -0.894394 -1.6 -0.1 -0.5
C 2.925999 2.909958 0.185784 0.5 -0.7 0.4
C -6.545970 -1.476582 0.191499 0.0 0.4 -0.1
C -1.912222 2.627716 3.262566 -0.5 0.1 -0.3
C 0.310845 3.783968 0.723678 -0.8 -0.2 0.4
C 1.513274 0.294393 1.233927 4.8 0.9 5.0
C -5.927687 -0.725398 1.211323 0.9 -0.1 0.5
C 1.300132 3.719030 -2.018844 -0.2 -0.2 0.4
C 0.141288 -3.742763 -0.053886 -0.1 0.1 -0.4
C -0.192186 -2.592692 2.568786 -0.3 0.4 0.2
C -2.770076 3.008343 2.303392 0.4 -0.2 0.3
H -3.736790 2.511337 2.158181 0.4 0.3 0.1
H 2.732589 -2.876362 -1.602778 0.2 0.1 -0.1
H -0.507712 -3.640774 2.607420 0.1 0.2 0.3
H 0.915052 -4.012902 -0.786696 -0.2 -0.1 0.3
H 2.868809 3.073339 1.271710 0.1 -0.1 -0.4
H 3.316319 3.808154 -0.316817 0.1 -0.3 0.2
H -6.537124 -0.322784 2.010967 0.1 0.1 -0.1
H -6.255216 -2.429346 -1.722465 0.0 0.2 0.0
H -2.565765 3.862653 1.650443 -0.2 -0.2 0.2
H -1.083304 -1.949684 2.611210 0.4 -0.3 0.1
H -4.054444 0.067253 1.962330 0.0 -0.3 0.3
H 3.566389 2.044393 -0.009590 -0.1 0.3 -0.1
H 1.622906 0.396576 -4.049070 0.1 -0.2 0.0
H 0.471657 -2.338528 3.404935 -0.2 -0.2 -0.1
H 4.608037 0.595130 -1.306917 -0.1 0.0 -0.2
H 1.115965 -1.282957 -3.774032 0.2 0.1 -0.1
H 0.274452 3.808164 -2.398972 0.2 0.3 0.0
H 2.246600 -4.034808 1.822937 0.3 0.3 0.1
H 2.692549 -2.371591 2.398797 0.0 -0.4 -0.2
H 4.502886 0.290412 -3.063853 -0.1 0.1 0.3
H 2.799003 -0.935867 -4.287664 -0.3 0.1 0.0
H -0.081024 -4.567400 0.631502 0.1 -0.1 -0.4
H 1.793660 4.677169 -1.843208 -0.3 0.1 -0.2
H 0.038595 4.686422 0.164486 -0.1 -0.1 0.2
H 1.874727 3.139738 -2.744497 0.1 0.1 0.0
H -3.803741 -2.032260 -1.752706 0.0 -0.3 0.1
H 1.010139 4.043506 1.531427 -0.2 -0.1 -0.3
H -0.580384 3.338757 1.189473 0.2 0.0 -0.3
H 3.651325 1.680053 -2.343820 0.1 -0.1 -0.1
H 3.115018 -2.876942 0.742634 -0.2 -0.2 0.3
H -7.629698 -1.647601 0.215852 0.5 0.0 0.0
H -2.173273 1.821000 3.952329 0.2 0.2 -0.2
H -0.966889 3.148286 3.451269 -0.4 -0.2 0.0
H 4.136707 -1.973960 -0.963068 -0.1 -0.1 -0.2
H 3.952459 -2.208187 -2.732054 -0.1 0.0 0.3
H 0.784584 1.604232 -1.302270 0.9 1.8 1.7
H -0.773431 -3.465904 -0.590831 0.3 -0.2 0.2